Entry 1:
88
Properties=species:S:1:pos:R:3:forces:R:3 method="wB97M-V/def2-TZVPD" fmax_ha_per_bohr=0.117 gap_ev=3.57 energy_ev=-98990.4516 e_above_lowest_ev=7.555 total_charge=+3
O -2.2243 0.8159 -4.7206 -0.6754 -5.1801 -1.1219
V -2.5380 -0.7767 -5.0196 -2.1299 5.4629 -1.2932
O -3.2659 -0.8279 -6.4392 1.9064 -0.0079 3.2014
B -0.0488 -0.4246 -0.7158 0.8840 1.6252 2.0177
F 1.0524 0.3659 -0.9947 1.9191 0.8590 -0.5690
F 0.3330 -1.3474 0.2283 0.4656 -1.5967 0.7274
F -0.9996 0.3823 -0.2091 -1.8749 1.7155 1.7753
F -0.5415 -0.9104 -1.8247 -1.0892 -2.7233 -4.1617
C 2.2195 4.0485 4.3772 -0.3935 -0.3800 0.7256
C 1.8711 2.6304 3.8505 0.8349 1.4011 -0.4691
C 1.1635 1.7454 4.9006 -1.8006 0.2104 -0.8864
O 0.5079 0.6448 4.2947 0.6881 -1.1178 -0.1470
C 1.1470 -0.6465 4.3659 0.4216 0.4493 0.1215
N 0.9845 2.8015 2.5644 -0.0950 0.3465 1.2624
H 1.2951 3.3760 1.7940 1.3802 0.1285 -0.1366
H 0.7036 1.9263 2.1457 -0.5723 -0.6684 0.1706
H 0.2074 3.3773 2.8555 -1.0779 -0.4345 0.3045
H 1.5640 4.4095 5.1697 -0.4695 -0.2308 -0.1091
H 2.2119 4.8305 3.6178 0.3659 -0.2006 -0.1509
H 3.1793 3.9910 4.8906 0.1949 0.1272 -0.4098
H 2.8214 2.2712 3.4555 -0.2694 -0.7125 0.0949
H 0.2524 2.2207 5.2638 0.3628 1.1200 0.1905
H 1.7383 1.5592 5.8078 0.5392 -0.2867 -0.3643
H 2.2297 -0.5233 4.3382 0.1349 -0.0638 -0.4821
H 0.7727 -1.2352 3.5284 0.1793 0.0601 0.0657
H 0.9811 -1.1708 5.3070 -0.5334 0.1750 0.1129
C 3.5678 -5.7187 -2.6535 0.1401 -1.8826 -0.4678
C 2.3238 -5.0307 -2.1405 1.8884 -0.3576 -0.5380
C 1.8484 -5.6147 -0.7818 0.7912 0.8552 -1.0934
O 2.9724 -5.5961 0.0931 -0.4644 1.3643 -2.3066
C 2.6027 -5.8244 1.3852 0.4393 -0.7907 2.6037
N 2.8377 -3.5762 -2.0324 -0.3547 0.1189 0.8080
H 2.3699 -3.0326 -2.7435 -0.0580 0.5258 0.0566
H 2.7178 -3.1489 -1.1251 -0.6248 0.2763 0.5872
H 3.8353 -3.5217 -2.1802 0.4512 -0.2615 -0.3021
H 3.8907 -5.4591 -3.6617 -0.0178 0.5938 0.0990
H 3.4034 -6.7913 -2.7565 -0.3254 -0.1173 0.1011
H 4.3905 -5.6887 -1.9391 -0.0145 0.4207 0.0142
H 1.6102 -4.8717 -2.9490 -0.5900 -0.9687 0.5005
H 1.5382 -6.6592 -0.8127 -0.4586 0.1199 -0.7030
H 1.0119 -4.9451 -0.5819 -0.1904 -0.1284 1.2877
H 3.5054 -6.0166 1.9651 0.1767 0.0693 -0.1241
H 2.0281 -6.7435 1.5005 -0.4462 0.0530 -0.0931
H 2.1295 -4.9781 1.8831 -0.4430 0.1000 -0.2404
C 4.2873 4.6334 -6.5219 -0.2283 -0.1145 -0.8047
C 4.1129 3.2615 -5.8678 0.0151 0.5705 0.4279
C 5.4288 2.6585 -5.3860 0.1864 0.1814 0.0018
O 6.0970 3.6150 -4.5953 -0.6658 0.8194 -0.2493
C 7.3909 3.2392 -4.1168 -0.1770 -0.6127 0.3461
N 3.2262 3.4104 -4.6009 0.6376 0.1974 -0.8804
H 2.9173 2.5301 -4.2141 0.0626 -0.4507 0.0903
H 3.8013 3.8860 -3.9203 -0.0063 0.6007 0.5266
H 2.4041 3.9217 -4.8889 -0.2937 0.6005 0.3498
H 4.9652 4.5926 -7.3744 0.3682 -0.5514 0.1584
H 4.7084 5.4223 -5.8986 -0.3285 -0.2111 0.2942
H 3.3815 4.9334 -7.0488 -0.3309 0.2777 0.5318
H 3.4512 2.6149 -6.4443 0.7944 -0.2569 -0.5230
H 6.0537 2.3801 -6.2345 -0.1778 -0.2400 -0.1685
H 5.1941 1.7925 -4.7671 0.1738 -0.5322 -0.0553
H 8.2477 3.7564 -4.5488 -0.4360 0.2544 -0.5386
H 7.4879 2.1729 -4.3207 0.4177 -0.0799 0.4027
H 7.4073 3.4668 -3.0509 0.0245 -0.3048 0.0072
C -4.8519 1.0814 4.0558 0.8535 1.2463 0.4074
C -4.9103 -0.4350 4.1303 -1.2918 0.3915 -1.1122
C -6.3751 -0.8440 3.8609 -0.2813 -0.8636 1.5630
O -7.1806 -0.2480 4.8647 0.4940 -0.0233 -0.8927
C -8.5123 -0.7779 4.8589 0.3631 -0.2674 0.3561
N -4.0318 -1.1095 3.0387 0.3438 0.4992 1.1551
H -3.9158 -2.1096 3.1187 -1.1308 -0.7378 -0.0251
H -4.2966 -0.8589 2.0968 -0.1449 0.1658 -0.6988
H -3.0714 -0.8676 3.2370 0.4622 1.0106 -0.4100
H -3.8456 1.4875 3.9535 0.3018 -0.2301 -0.1598
H -5.2012 1.5832 4.9581 -0.0493 -0.7683 0.5074
H -5.4732 1.6281 3.3465 -0.0764 -0.8808 -0.7003
H -4.4956 -0.8457 5.0509 -0.3641 0.1613 0.1065
H -6.4554 -1.9217 4.0031 0.0323 -0.4472 -0.2594
H -6.7626 -0.6095 2.8695 0.4104 0.2955 -0.3317
H -8.5004 -1.8282 5.1501 0.1069 -0.0728 0.6209
H -8.9827 -0.8466 3.8780 0.0317 0.8738 -0.2268
H -9.0260 -0.1460 5.5834 -0.3611 -0.3452 -0.3261
C -6.3419 1.5488 -1.1527 -0.4299 -3.7762 1.4121
F -6.6385 2.3301 -2.0999 -0.5430 1.9336 -1.9032
F -5.1085 1.7747 -0.7121 0.6832 0.4365 0.2668
F -7.1925 1.7416 -0.1110 0.4356 -0.1304 -0.4666
S -6.3993 -0.3200 -1.7713 -0.6337 -0.6585 -0.2304
O -7.7881 -0.6211 -2.1208 1.6573 0.8375 0.3642
O -5.4958 -0.2979 -2.9810 -0.3209 0.0444 1.4432
O -5.9107 -1.0920 -0.6069 0.2203 1.0898 -1.0355

Entry 2:
74
Properties=species:S:1:pos:R:3:forces:R:3 method="wB97M-V/def2-TZVPD" fmax_ha_per_bohr=0.008 gap_ev=5.43 energy_ev=-42147.6662 total_charge=-1
N 0.1948 3.2003 0.5098 -0.2174 -0.0944 -0.1306
C -1.0058 3.6552 1.2881 -0.0321 -0.1383 0.1115
B -2.2407 2.5823 1.3043 0.4195 0.0182 0.0302
P -3.9110 3.3838 1.8598 -0.0649 -0.1939 -0.0209
O -4.9529 2.1127 1.5567 -0.0668 -0.0735 -0.0685
O -4.3051 4.3529 0.5223 0.2218 0.1812 -0.0907
H -0.1168 3.1809 -0.4616 0.0746 -0.0185 0.0890
H 0.2969 2.2080 0.7264 0.1125 0.1194 0.0063
H -1.2957 4.6336 0.8793 0.0464 -0.0584 -0.0004
H -0.6559 3.8470 2.3133 -0.0400 0.0936 -0.1163
H -2.3864 2.0572 0.1906 -0.1990 0.1383 -0.0097
H -2.0161 1.6942 2.1275 -0.0386 -0.0025 -0.0119
H -4.5434 1.5914 0.8500 -0.0119 -0.0665 0.0535
H -4.4759 5.2362 0.8527 -0.1757 0.0370 0.0051
C -3.7198 1.1323 -3.6927 -0.0591 0.0262 0.0226
C -3.5015 -0.0683 -2.7873 0.0761 0.0668 -0.0219
O -4.3693 -0.1067 -1.6736 -0.0425 -0.1113 0.1362
C -5.7514 -0.1854 -1.9469 -0.0711 -0.0004 -0.0443
C -6.1631 -1.4565 -2.6757 0.0484 0.0012 -0.0357
H -3.6837 2.0516 -3.1073 0.0217 -0.0033 0.0120
H -2.9374 1.1696 -4.4527 0.0151 -0.0017 0.0060
H -4.6810 1.0908 -4.2088 0.0103 -0.0175 -0.0167
H -2.5033 -0.0202 -2.3521 -0.0073 0.0074 0.0131
H -3.5623 -1.0024 -3.3626 -0.0376 0.0114 -0.0044
H -6.0949 0.6952 -2.5025 0.0347 0.0074 -0.0013
H -6.2320 -0.1467 -0.9691 0.0119 0.0130 0.0069
H -5.7682 -1.4929 -3.6927 -0.0097 0.0169 -0.0038
H -7.2513 -1.5101 -2.7417 -0.0075 -0.0004 0.0122
H -5.8032 -2.3366 -2.1406 -0.0134 -0.0029 0.0109
C -5.3913 -2.2662 0.9421 -0.0963 -0.0041 0.0541
C -5.1452 -3.4536 1.8547 0.0526 0.0197 -0.0524
O -5.9804 -3.4985 3.0030 -0.0043 -0.0642 0.0139
C -7.3696 -3.5286 2.7483 -0.0304 0.0533 0.0150
C -7.8287 -4.7381 1.9486 0.0515 -0.0124 -0.0160
H -5.3303 -1.3268 1.4929 0.0364 0.0014 0.0041
H -4.6421 -2.2442 0.1503 0.0253 0.0443 0.0124
H -6.3735 -2.3203 0.4663 0.0154 -0.0063 -0.0265
H -4.1313 -3.4117 2.2519 -0.0068 0.0146 0.0154
H -5.2306 -4.3906 1.2889 -0.0117 0.0005 0.0057
H -7.6926 -2.6042 2.2559 0.0088 -0.0107 -0.0155
H -7.8341 -3.5416 3.7352 0.0020 -0.0024 -0.0003
H -7.4519 -4.7187 0.9250 -0.0091 0.0160 -0.0039
H -8.9186 -4.7577 1.8990 -0.0067 0.0021 0.0134
H -7.4846 -5.6600 2.4204 -0.0125 -0.0033 0.0055
C 2.6491 0.1646 -2.9445 0.0238 -0.0188 0.0245
C 2.7103 1.1212 -1.7635 -0.0269 0.0161 -0.0105
O 2.7988 0.4684 -0.5105 -0.0027 -0.0190 0.0047
C 3.9373 -0.3415 -0.3121 0.0125 -0.0360 0.0114
C 5.2585 0.4072 -0.3921 -0.0269 0.0720 -0.0525
H 1.8402 -0.5541 -2.8062 -0.0150 0.0117 -0.0106
H 2.4651 0.7234 -3.8634 -0.0183 0.0067 0.0004
H 3.5793 -0.3913 -3.0766 0.0110 0.0223 -0.0099
H 1.7934 1.7070 -1.7105 0.0033 -0.0012 0.0549
H 3.5348 1.8333 -1.8871 0.0118 -0.0218 -0.0076
H 3.9402 -1.1881 -1.0115 0.0099 0.0131 -0.0091
H 3.8111 -0.7570 0.6883 -0.0018 0.0066 0.0009
H 5.4614 0.7706 -1.4015 0.0058 -0.0229 -0.0053
H 6.0779 -0.2542 -0.1069 -0.0057 -0.0057 0.0288
H 5.2544 1.2637 0.2827 0.0091 -0.0130 0.0197
C 10.8383 1.1049 2.6998 -0.0060 0.0152 -0.0623
C 9.4039 0.6033 2.6677 -0.0001 -0.0192 0.0408
O 8.6471 1.0892 1.5754 -0.0151 0.0185 -0.0017
C 9.1216 0.7420 0.2882 0.0113 -0.0212 -0.0631
C 9.1728 -0.7550 0.0287 0.0158 -0.0081 0.0717
H 10.8609 2.1942 2.6461 0.0023 0.0023 0.0169
H 11.3187 0.7921 3.6278 -0.0076 0.0045 0.0130
H 11.4308 0.7110 1.8727 0.0008 -0.0194 0.0099
H 8.8702 0.9537 3.5511 -0.0032 0.0011 -0.0035
H 9.3836 -0.4927 2.6960 0.0123 0.0026 -0.0183
H 10.1053 1.1908 0.1034 0.0032 -0.0069 0.0186
H 8.4219 1.2122 -0.4030 -0.0155 0.0021 0.0181
H 9.9238 -1.2539 0.6433 0.0183 0.0088 -0.0162
H 9.4253 -0.9406 -1.0161 -0.0143 0.0091 -0.0113
H 8.2056 -1.2126 0.2388 -0.0050 -0.0026 -0.0155